# 1
This record from the Open Molecules 2025 dataset describes 2 unconnected molecules or ions with the total composition C10H15NO2 at a distorted geometry. The level of theory is ωB97M-V/def2-TZVPD.

Calculated values
Spin multiplicity   1
SMILES string   Cc1ccc(O)cc1.CCC(N)=O
E   -595.23368 Eh
Energy above the lowest of the compared OMol25 structures with the same formula, charge and spin   1.959 eV
HOMO level   -8.462 eV
Molecular weight   181.24 g/mol

XYZ file:
```
28
Properties=species:S:1:pos:R:3:forces:R:3:lowdin_charge:R:1
C -0.142 0.429 2.297 -1.3 -2.0 0.6 -0.16
C -0.148 -0.231 3.726 1.1 -0.2 -1.8 -0.06
C 1.199 0.952 1.945 2.2 -0.2 -3.2 -0.52
O 1.835 1.859 2.433 -1.1 0.3 1.2 0.05
N 1.815 0.440 0.757 -0.5 0.4 0.8 0.14
H -0.542 -0.360 1.627 0.9 0.6 -0.1 0.09
H -0.908 1.193 2.169 0.3 0.4 0.4 0.12
H -0.137 -1.316 3.665 -0.9 -0.2 -0.4 0.06
H 2.567 1.034 0.432 0.0 -0.3 0.3 0.09
H 1.789 -0.481 0.359 -0.6 -0.1 0.2 0.08
H -0.999 0.111 4.279 0.2 0.2 0.9 0.06
H 0.881 -0.147 4.055 -0.2 1.1 1.3 0.07
C 1.745 -0.087 -2.958 -0.1 -0.9 -0.3 -0.06
C -1.543 -1.311 -1.538 -0.1 -1.0 1.0 -0.03
C -0.442 -1.145 -2.377 1.0 -0.7 0.1 -0.07
C -1.990 -0.296 -0.701 1.7 0.0 -1.0 -0.36
C 0.386 -0.042 -2.333 -1.8 0.6 1.3 -0.30
C -1.411 0.976 -0.898 -0.6 -0.6 -0.5 -0.04
C -0.251 1.046 -1.655 0.0 1.2 -0.8 -0.05
O -2.710 -0.510 0.418 -1.3 0.1 0.6 0.04
H -1.759 -2.372 -1.303 -0.6 0.8 -0.4 0.12
H -0.073 -2.022 -2.915 -0.2 0.1 0.1 0.11
H -3.449 -1.121 0.299 0.3 0.0 -0.2 0.12
H -1.955 1.870 -0.543 0.8 -0.5 0.1 0.13
H 1.523 -0.031 -4.031 0.9 0.8 0.0 0.09
H 2.194 -1.102 -2.882 -0.5 0.4 0.3 0.08
H 0.029 2.088 -1.831 0.8 -0.4 0.1 0.11
H 2.496 0.574 -2.496 -0.5 0.2 -0.7 0.08
```
Forces are in eV/Å.

=====

# 2
This record from the Open Molecules 2025 dataset describes 2 unconnected molecules or ions with the total composition C10H15NOS at a distorted geometry. The level of theory is ωB97M-V/def2-TZVPD.

Calculated values
Spin multiplicity   1
SMILES string   CC(=O)NSC1CC1.C#C/C=C/C
E   -918.09568 Eh
Energy above the lowest of the compared OMol25 structures with the same formula, charge and spin   1.598 eV
HOMO level   -8.245 eV
Molecular weight   197.30 g/mol

XYZ file:
```
28
Properties=species:S:1:pos:R:3:forces:R:3:lowdin_charge:R:1
C -0.445 -2.411 0.945 -0.3 0.1 -0.3 0.09
C -2.139 -1.255 -0.655 -0.5 0.2 -0.3 -0.19
C -3.103 -0.497 -0.138 0.0 0.0 -0.1 -0.15
C -1.117 -1.821 0.136 0.1 -0.9 1.3 -0.24
C 3.119 -0.305 0.048 0.2 -0.1 0.4 -0.61
C 0.221 1.829 0.586 -0.2 0.1 0.2 -0.15
C 0.884 2.448 -0.611 0.1 0.2 -0.1 -0.15
C 0.019 1.240 -0.769 0.4 -0.4 -0.2 -0.53
C -4.248 0.052 -0.915 0.0 0.0 -0.1 -0.09
C 3.893 -0.868 1.224 0.2 0.1 -0.2 0.00
N 1.801 -0.665 0.053 -1.0 -0.3 -0.4 -0.27
O 3.598 0.405 -0.798 0.4 0.2 -0.2 0.05
S 0.739 -0.355 -1.224 0.7 0.8 -0.4 1.00
H 1.428 -1.323 0.736 0.2 0.2 0.0 0.05
H 0.180 -2.952 1.594 0.2 -0.3 0.4 0.03
H -2.113 -1.502 -1.709 -0.1 0.1 -0.1 0.11
H -3.084 -0.258 0.919 0.1 -0.1 0.1 0.12
H 0.844 1.296 1.289 0.1 -0.1 0.0 0.09
H -0.614 2.337 1.046 -0.1 0.1 0.0 0.10
H 0.519 3.395 -0.980 -0.1 0.1 0.0 0.10
H 1.948 2.311 -0.726 0.1 -0.1 0.0 0.09
H -0.946 1.329 -1.247 -0.1 0.1 0.0 0.09
H -4.187 1.142 -0.973 -0.1 0.0 0.0 0.08
H -4.265 -0.349 -1.928 0.0 0.0 0.0 0.08
H -5.187 -0.198 -0.418 0.0 0.0 -0.1 0.08
H 3.394 -0.634 2.162 -0.1 0.0 0.1 0.08
H 3.968 -1.950 1.122 0.0 -0.1 0.1 0.08
H 4.892 -0.440 1.228 0.0 0.0 0.0 0.08
```
Forces are in eV/Å.

=====

# 3
This record from the Open Molecules 2025 dataset describes a molecular structure, C10H15O10Pb at a distorted geometry. The level of theory is ωB97M-V/def2-TZVPD.

Calculated values
Spin multiplicity   2
E   -1335.38826 Eh
Energy above the lowest of the compared OMol25 structures with the same formula, charge and spin   0.000 eV
HOMO level (spin up / spin down)   -2.690 / -2.434 eV
Total charge   -2
Molecular weight   502.42 g/mol

XYZ file:
```
36
Properties=species:S:1:pos:R:3:forces:R:3:lowdin_charge:R:1
Pb 0.245 -0.541 0.184 -0.3 0.0 -0.3 1.79
C -2.065 1.451 -2.858 0.6 0.3 -0.2 -0.02
C -0.757 2.061 -2.252 -1.8 1.2 -0.3 -0.78
O -0.535 3.280 -2.236 -0.8 0.6 -0.5 -0.05
O 0.066 1.243 -1.849 2.0 -2.8 1.7 -0.12
H -2.308 0.483 -2.420 0.1 0.1 0.2 0.06
H -1.809 1.258 -3.900 0.0 -0.1 -0.2 0.06
H -2.926 2.119 -2.866 0.1 0.1 0.2 0.05
C 0.162 3.259 1.617 -0.6 -1.1 -0.7 0.00
C -0.502 2.149 2.481 -0.1 3.1 -0.1 -0.73
O -0.554 0.966 2.087 0.3 -2.2 -1.1 -0.10
O -1.013 2.536 3.528 -0.4 -0.1 1.2 -0.03
H -0.279 4.254 1.679 0.0 -0.1 0.9 0.06
H -0.064 3.008 0.580 0.9 -0.2 -0.3 0.06
H 1.225 3.266 1.858 0.0 0.1 -0.4 0.06
C 1.817 -3.122 -3.336 0.8 -0.4 1.0 -0.02
C 1.197 -2.444 -2.050 -0.7 0.6 -1.3 -0.76
O 0.112 -1.876 -2.229 -1.3 0.3 -1.0 -0.08
O 1.735 -2.379 -0.943 2.1 -0.7 1.5 -0.09
H 2.899 -3.249 -3.327 0.4 0.9 0.4 0.05
H 1.547 -2.576 -4.241 -0.3 -0.3 0.2 0.06
H 1.619 -4.193 -3.374 -1.1 0.0 -0.2 0.05
C -3.667 -2.595 1.414 -2.0 -0.5 -0.1 -0.03
C -2.450 -1.940 0.957 3.2 0.8 -3.1 -0.77
O -2.456 -0.994 0.134 -1.5 1.2 0.1 -0.09
O -1.325 -2.446 1.182 1.1 -1.1 1.8 -0.10
H -3.792 -2.404 2.480 -0.3 -0.3 -0.1 0.09
H -3.724 -3.649 1.140 0.9 -0.3 0.7 0.08
H -4.505 -2.270 0.798 -0.2 0.9 0.5 0.07
C 3.536 1.112 2.691 0.2 -1.0 -0.1 -0.01
C 2.675 0.303 1.698 -1.7 -0.6 0.7 -0.73
O 2.526 0.822 0.580 -0.2 0.0 -0.7 -0.08
O 2.052 -0.762 2.084 0.9 1.5 -0.5 -0.13
H 3.305 2.177 2.714 -0.4 -0.2 -0.1 0.06
H 4.559 1.048 2.320 0.2 -0.1 0.1 0.06
H 3.456 0.647 3.674 0.1 0.2 0.0 0.07
```
Forces are in eV/Å.

=====

# 4
This record from the Open Molecules 2025 dataset describes 2 unconnected molecules or ions with the total composition C10H15O2P at a distorted geometry. The level of theory is ωB97M-V/def2-TZVPD.

Calculated values
Spin multiplicity   3
E   -881.59907 Eh
HOMO level (spin up / spin down)   -4.778 / -9.076 eV
Molecular weight   198.20 g/mol

XYZ file:
```
28
Properties=species:S:1:pos:R:3:forces:R:3:lowdin_charge:R:1
C 1.783 2.292 1.206 3.5 4.6 -0.8 -0.13
C 1.159 1.603 2.246 -2.4 -3.0 3.0 -0.12
C 1.395 2.136 -0.112 0.8 -0.2 -1.5 -0.10
C 0.268 0.597 1.978 -0.2 0.2 2.7 -0.14
C 0.469 1.113 -0.358 2.4 3.4 -3.6 -0.14
C -0.081 0.326 0.653 -2.4 -3.8 3.1 -0.50
C 2.691 -1.868 -1.306 -0.1 0.7 -2.9 -0.01
C -2.850 -0.317 -1.979 -1.3 -0.3 -0.9 -0.14
C 2.553 -1.532 -0.048 -0.9 -2.8 1.1 -0.25
C -2.575 -0.023 -0.499 0.0 2.1 0.4 -0.62
O 1.766 -2.366 0.811 1.1 1.7 -0.7 -0.09
O -3.805 0.030 0.265 3.3 4.3 -0.2 -0.08
P -1.197 -1.096 0.303 -0.4 1.2 1.7 1.01
H 2.506 3.163 1.587 -1.5 -2.0 -1.4 0.14
H 1.377 1.825 3.286 0.0 0.1 -0.2 0.10
H 1.986 2.752 -0.914 -1.7 -1.4 1.4 0.14
H -0.260 0.058 2.859 1.1 0.9 -1.7 0.12
H 0.167 0.878 -1.351 0.0 0.1 -0.8 0.08
H 3.255 -1.241 -2.062 -0.5 -0.8 1.3 0.08
H 2.094 -2.680 -1.773 0.4 0.5 0.5 0.07
H -1.792 -1.136 1.739 0.8 0.0 -2.1 0.02
H -3.301 -1.384 -2.099 0.5 1.8 0.3 0.09
H -3.598 0.502 -2.420 1.7 -1.9 0.9 0.12
H -1.918 -0.375 -2.593 -0.6 0.4 0.5 0.06
H 3.201 -0.846 0.433 0.0 0.8 0.7 0.10
H -2.105 1.074 -0.363 -1.4 -2.3 -0.5 0.14
H 1.101 -2.767 0.240 0.0 -0.1 0.0 0.03
H -4.289 -0.721 0.274 -2.0 -4.1 -0.3 0.01
```
Forces are in eV/Å.

=====

# 5
This record from the Open Molecules 2025 dataset describes 2 unconnected molecules or ions with the total composition C10H16 at a distorted geometry. The level of theory is ωB97M-V/def2-TZVPD.

Calculated values
Spin multiplicity   2
E   -390.55395 Eh
Energy above the lowest of the compared OMol25 structures with the same formula, charge and spin   0.796 eV
HOMO level (spin up / spin down)   0.796 / -3.331 eV
Total charge   -1
Molecular weight   136.24 g/mol

XYZ file:
```
26
Properties=species:S:1:pos:R:3:forces:R:3:lowdin_charge:R:1
C -0.157 3.841 0.598 0.6 0.9 0.4 -0.18
C -1.597 3.404 0.857 -0.3 0.8 -0.2 -0.16
H 0.599 3.089 0.816 -0.2 -0.3 -0.2 0.05
H -0.013 4.203 -0.416 0.0 -0.4 -0.3 0.05
H 0.161 4.710 1.194 -0.4 -0.2 0.2 0.05
H -2.212 3.597 -0.025 0.1 -0.6 -0.2 0.06
H -2.109 4.035 1.588 0.3 -0.2 0.4 0.05
H -1.658 2.368 1.161 -0.2 -0.2 -0.1 0.05
C -0.218 -2.229 1.157 -0.6 -1.9 -1.7 -0.21
C -0.839 -3.663 0.847 0.0 0.6 0.0 -0.13
C 0.270 -1.481 -0.062 -0.4 0.7 0.0 -0.33
C 0.766 -2.139 -1.228 0.3 -0.5 0.7 -0.14
C 0.230 -0.102 -0.026 0.6 -0.5 -0.2 -0.14
C 1.677 -1.423 -2.080 -0.7 0.3 0.2 -0.20
C 0.882 0.633 -1.069 0.0 0.8 0.1 -0.19
C 1.730 -0.049 -1.962 -0.2 -0.4 -0.8 -0.22
H -1.014 -1.660 1.631 0.5 0.2 0.5 0.09
H 0.624 -2.547 1.765 0.1 0.9 0.7 0.09
H -0.945 -3.943 -0.202 0.0 0.5 -0.1 0.04
H 0.726 -3.227 -1.224 0.2 0.1 -0.2 0.04
H -0.171 0.390 0.856 -0.1 0.1 0.0 0.07
H 2.116 -1.941 -2.925 0.4 0.1 0.1 0.06
H 0.847 1.720 -1.121 0.0 -0.2 0.2 0.04
H 2.311 0.528 -2.683 0.0 -0.1 0.1 0.07
H -1.835 -3.695 1.298 0.1 -0.4 0.1 0.05
H -0.170 -4.419 1.258 -0.3 -0.2 0.3 0.05
```
Forces are in eV/Å.

=====

# 6
This record from the Open Molecules 2025 dataset describes 2 unconnected molecules or ions with the total composition C10H16 at a distorted geometry. The level of theory is ωB97M-V/def2-TZVPD.

Calculated values
Spin multiplicity   1
SMILES string   Cc1ccccc1.CCC
E   -390.61402 Eh
Energy above the lowest of the compared OMol25 structures with the same formula, charge and spin   0.595 eV
HOMO level   -9.002 eV
Molecular weight   136.24 g/mol

XYZ file:
```
26
Properties=species:S:1:pos:R:3:forces:R:3:lowdin_charge:R:1
C -0.982 1.462 -0.704 0.3 -0.3 0.0 -0.32
C -1.263 1.902 -2.147 -0.3 -0.6 0.6 -0.11
C -0.777 2.562 0.326 0.7 0.4 -0.7 -0.11
H -1.734 0.761 -0.353 -0.4 0.0 -0.1 0.10
H -0.094 0.831 -0.742 0.2 0.2 0.2 0.06
H -0.613 2.710 -2.476 0.0 0.2 0.0 0.07
H -0.091 3.288 -0.121 0.1 0.1 0.1 0.07
H -2.317 2.165 -2.265 0.1 0.2 -0.2 0.07
H -1.056 1.028 -2.769 -0.2 0.2 -0.3 0.06
H -1.664 3.136 0.569 -0.3 -0.2 0.1 0.07
H -0.286 2.196 1.226 -0.2 -0.1 0.1 0.06
C 2.528 -0.239 0.346 0.8 0.1 -0.6 -0.06
C 0.686 -1.652 -0.530 0.0 0.6 0.4 -0.08
C 1.355 -1.138 0.584 -0.1 0.4 0.3 -0.30
C -0.504 -2.321 -0.366 -0.8 -0.7 0.0 -0.09
C 0.856 -1.432 1.840 0.1 -0.6 0.0 -0.05
C -1.065 -2.561 0.895 0.6 0.7 -0.4 -0.09
C -0.305 -2.197 1.988 0.5 0.2 0.6 -0.09
H 1.017 -1.304 -1.500 0.1 -0.5 -0.2 0.12
H -1.030 -2.757 -1.203 -0.1 0.4 -0.4 0.10
H 3.016 0.286 1.167 -0.5 -0.4 0.5 0.08
H 2.237 0.556 -0.340 0.0 0.0 -0.2 0.07
H 1.373 -1.103 2.736 0.1 0.0 -0.1 0.11
H -2.109 -2.832 0.984 0.2 -0.7 0.1 0.10
H -0.511 -2.542 2.993 -0.6 0.3 0.0 0.10
H 3.332 -0.808 -0.139 -0.1 0.1 -0.1 0.08
```
Forces are in eV/Å.

=====

# 7
This record from the Open Molecules 2025 dataset describes 2 unconnected molecules or ions with the total composition C10H16 at a distorted geometry. The level of theory is ωB97M-V/def2-TZVPD.

Calculated values
Spin multiplicity   1
SMILES string   CCc1ccccc1.CC
E   -390.60577 Eh
Energy above the lowest of the compared OMol25 structures with the same formula, charge and spin   0.819 eV
HOMO level   -9.008 eV
Molecular weight   136.24 g/mol

XYZ file:
```
26
Properties=species:S:1:pos:R:3:forces:R:3:lowdin_charge:R:1
C -2.198 0.832 -1.054 -0.5 -0.4 0.9 -0.20
C -2.244 -0.678 -1.329 -0.7 -0.5 -0.3 -0.11
C -0.855 1.215 -0.488 -0.2 0.3 0.1 -0.25
C 0.246 1.232 -1.304 1.8 -0.3 -0.1 -0.05
C -0.638 1.469 0.885 -0.3 -0.6 -0.9 -0.04
C 1.547 1.190 -0.756 -0.4 -0.1 -0.4 -0.09
C 0.638 1.504 1.408 0.2 1.3 0.1 -0.10
C 1.771 1.326 0.598 -0.9 0.3 -0.3 -0.10
H -2.484 1.290 -2.000 0.3 0.4 0.1 0.11
H -2.967 1.081 -0.315 0.0 0.1 -0.1 0.10
H -2.021 -1.381 -0.523 0.8 0.6 0.2 0.06
H 0.198 1.290 -2.386 -0.4 -0.4 0.0 0.11
H -1.510 1.681 1.492 0.1 -0.2 0.2 0.11
H 2.386 1.004 -1.417 0.0 0.4 -0.1 0.10
H 0.716 1.955 2.392 0.3 -0.6 0.3 0.10
H 2.793 1.452 0.921 0.0 -0.3 0.5 0.10
H -1.637 -0.871 -2.214 0.2 -0.3 0.2 0.07
H -3.256 -1.026 -1.555 -0.2 0.5 -0.4 0.07
C 0.979 -2.363 0.737 1.6 -0.4 -0.7 -0.17
C 1.058 -3.841 1.179 -0.9 1.2 0.3 -0.16
H 0.161 -2.051 0.097 -0.7 -0.2 0.6 0.04
H 1.144 -1.756 1.623 -0.5 0.4 -0.1 0.06
H 1.823 -2.120 0.072 0.1 -0.2 0.3 0.06
H 0.321 -3.931 1.980 -0.1 -0.5 0.0 0.06
H 2.026 -4.009 1.647 0.1 -0.3 -0.3 0.06
H 0.816 -4.556 0.400 0.2 -0.1 -0.1 0.06
```
Forces are in eV/Å.

=====

# 8
This record from the Open Molecules 2025 dataset describes 2 unconnected molecules or ions with the total composition C10H16 at a distorted geometry. The level of theory is ωB97M-V/def2-TZVPD.

Calculated values
Spin multiplicity   1
SMILES string   Cc1ccccc1.CCC
E   -390.62177 Eh
Energy above the lowest of the compared OMol25 structures with the same formula, charge and spin   0.384 eV
HOMO level   -9.026 eV
Molecular weight   136.24 g/mol

XYZ file:
```
26
Properties=species:S:1:pos:R:3:forces:R:3:lowdin_charge:R:1
C 1.765 1.650 2.470 0.3 0.7 -0.7 -0.05
C 1.144 0.242 0.479 1.0 0.6 -0.2 -0.05
C 1.437 1.508 1.003 -0.5 -0.6 0.1 -0.28
C 0.850 0.123 -0.864 -0.6 0.1 -0.6 -0.10
C 1.299 2.614 0.181 -0.1 0.2 0.0 -0.06
C 0.761 1.240 -1.702 -0.1 -0.6 0.6 -0.09
C 0.967 2.498 -1.166 0.4 0.0 -0.2 -0.09
H 1.335 -0.611 1.109 -0.4 -0.3 0.0 0.11
H 0.585 -0.822 -1.324 0.3 -0.2 0.3 0.09
H 2.820 1.892 2.629 0.0 -0.3 0.0 0.08
H 1.495 0.755 3.009 0.0 -0.1 0.3 0.07
H 1.424 3.593 0.625 0.1 0.1 -0.1 0.11
H 0.483 1.043 -2.727 0.1 0.4 -0.1 0.10
H 0.960 3.375 -1.810 -0.2 -0.1 0.2 0.10
H 1.227 2.517 2.837 -0.3 0.0 0.4 0.07
C -1.895 -2.285 -0.329 0.7 0.2 -0.3 -0.34
C -1.621 -3.522 0.534 0.1 0.4 0.1 -0.11
C -3.243 -2.231 -1.014 -0.5 -0.6 0.4 -0.13
H -1.105 -2.296 -1.087 -0.1 0.0 -0.2 0.08
H -1.691 -1.338 0.172 -0.2 -0.1 0.5 0.09
H -2.489 -3.854 1.107 -0.1 0.0 -0.1 0.07
H -1.246 -4.329 -0.101 -0.3 -0.1 0.2 0.07
H -4.074 -2.327 -0.310 0.1 0.3 0.3 0.07
H -0.836 -3.303 1.265 0.0 0.0 -0.1 0.06
H -3.387 -3.112 -1.629 0.1 -0.1 -0.6 0.07
H -3.403 -1.327 -1.594 0.1 0.0 -0.1 0.07
```
Forces are in eV/Å.